ORCA calculation (ωB97M-V/def2-TZVPD) on a molecular structure, C5H13BaCl2Cr in a non-equilibrium geometry.

CARTESIAN COORDINATES (ANGSTROEM)
Cr -0.36196 0.33510 1.17291
Cl -0.66461 2.29641 0.22031
C -2.27944 -0.29225 1.49806
H -2.37204 -0.97842 2.35578
H -2.63667 -0.80273 0.58544
H -2.90812 0.59457 1.67920
Ba 1.06356 -1.74220 -2.18522
C 2.50978 0.46790 -2.03622
C -0.98463 -0.28646 -2.98227
C 0.50119 -1.44457 0.54979
H -1.87898 -0.89623 -3.19715
H -1.25507 0.49600 -2.25310
H -0.66725 0.20836 -3.91871
H 3.53142 0.28044 -1.67139
H 2.56584 0.88062 -3.05952
H 2.02394 1.21212 -1.38501
H 0.05044 -2.38755 0.96365
H 1.62284 -1.60512 0.54998
Cl -0.75819 1.27580 3.98869
C 0.56313 0.79046 2.93785
H 1.23444 1.65036 2.79254
H 1.10038 -0.05261 3.39439

Values from the calculation:
E (eV): -59549.865
Spin multiplicity: 4
⟨S²⟩: 3.852
Charge: -2
Kohn-Sham gap (spin up / spin down) (eV): 2.9121 / 3.1674

Computed Löwdin charges, given in elementary charges: Cr 0.093; Cl -0.096; C -0.324; H -0.034; H -0.025; H -0.042; Ba 1.272; C -0.464; C -0.470; C -0.527; H -0.117; H -0.098; H -0.111; H -0.117; H -0.110; H -0.090; H -0.139; H -0.150; Cl 0.379; C -0.789; H -0.020; H -0.021

***

ORCA calculation (ωB97M-V/def2-TZVPD) on C6H12O in the gas phase in a non-equilibrium geometry.

CARTESIAN COORDINATES (ANGSTROEM)
C 1.98761 -0.16577 1.05270
C 1.33788 -0.37199 -0.31494
C 0.23364 0.59362 -0.70910
C -0.82194 0.03772 -1.64912
C -1.17304 0.36196 -0.22856
C -1.46408 -0.61799 0.87812
O -2.05165 1.47686 -0.19023
H 2.68112 -0.99052 1.25752
H 1.23794 -0.14631 1.85058
H 2.56415 0.76652 1.10380
H 0.93602 -1.39157 -0.37652
H 2.11933 -0.33686 -1.07933
H 0.53813 1.62699 -0.87654
H -0.69031 -0.99266 -1.95638
H -1.25914 0.68226 -2.41192
H -2.52278 -0.89316 0.90223
H -1.22383 -0.12519 1.82760
H -0.86111 -1.52605 0.79891
H -1.61024 2.19815 0.29553

Values from the calculation:
Structure (SMILES): CC[C@H]1C[C@]1(C)O
E (eV): -8463.228
Kohn-Sham gap (eV): 10.8314

Computed Löwdin charges, given in elementary charges: C -0.100; C -0.238; C -0.220; C -0.032; C -0.526; C -0.012; O -0.009; H 0.072; H 0.063; H 0.073; H 0.101; H 0.111; H 0.143; H 0.106; H 0.112; H 0.086; H 0.083; H 0.080; H 0.107

***

Q: Number 2 is which compound?
A: C6H12O